The following is a DFT calculation (wB97M-V/def2-TZVPD) of a 9-piece molecular cluster, C36H86BN6O19 overall in a non-equilibrium geometry.

```
148
C36H86BN6O19 | OMol25 | wB97M-V/def2-TZVPD
O 21.35 23.64 15.65
C 20.92 23.36 14.54
O 21.25 22.30 13.82
B 20.50 22.25 12.56
O 19.53 23.41 12.69
C 19.76 24.13 13.70
O 19.20 25.14 14.09
O 19.87 20.93 12.40
C 20.49 20.23 11.47
O 20.21 19.02 11.26
C 21.44 21.16 10.72
O 21.42 22.31 11.39
O 22.11 20.85 9.70
C 19.20 21.95 7.68
O 20.47 21.60 7.18
H 18.38 21.29 7.40
H 19.39 21.91 8.75
H 18.81 22.93 7.41
H 20.93 21.36 7.99
C 16.53 20.63 11.26
O 16.89 22.04 11.30
H 16.40 20.19 12.25
H 15.50 20.59 10.91
H 17.11 20.01 10.57
H 17.84 22.14 11.39
C 17.64 21.19 15.45
O 19.00 20.74 15.45
C 19.21 19.38 15.22
C 20.77 19.12 15.17
N 21.38 19.56 16.46
C 22.83 19.49 16.48
C 23.53 20.15 15.20
O 24.95 20.29 15.36
C 25.77 20.32 14.17
H 17.11 20.68 16.26
H 17.11 21.04 14.51
H 17.53 22.25 15.69
H 18.77 19.03 14.29
H 18.79 18.74 15.99
H 21.15 19.62 14.28
H 21.00 18.06 15.08
H 21.12 20.53 16.54
H 23.31 18.51 16.59
H 23.11 20.06 17.36
H 23.09 21.13 15.03
H 23.28 19.53 14.34
H 25.46 21.03 13.41
H 25.94 19.35 13.69
H 26.74 20.62 14.55
C 21.36 32.69 16.61
O 20.30 31.72 16.63
C 19.27 32.20 15.80
C 18.09 31.27 15.83
N 18.54 29.90 15.77
C 17.42 28.91 15.99
C 17.98 27.50 16.17
O 18.93 27.56 17.26
C 19.03 26.32 17.95
H 22.11 32.43 17.36
H 21.07 33.72 16.83
H 21.84 32.63 15.63
H 19.68 32.23 14.79
H 18.89 33.19 16.06
H 17.37 31.51 15.05
H 17.43 31.38 16.69
H 18.77 29.68 14.81
H 16.75 29.09 15.15
H 16.73 29.22 16.78
H 18.51 27.34 15.23
H 17.12 26.84 16.27
H 18.17 25.65 18.04
H 19.36 26.58 18.95
H 19.69 25.71 17.34
C 20.73 13.50 10.21
O 21.47 14.02 11.32
C 20.67 14.86 12.15
C 21.57 15.23 13.27
N 22.86 15.68 12.94
C 22.90 17.04 12.42
C 24.23 17.35 11.67
O 24.41 16.32 10.68
C 23.54 16.18 9.61
H 19.77 13.07 10.51
H 21.32 12.64 9.88
H 20.71 14.23 9.41
H 19.75 14.41 12.53
H 20.39 15.77 11.62
H 21.79 14.33 13.85
H 21.03 15.92 13.92
H 23.06 15.23 12.06
H 22.68 17.70 13.26
H 22.17 17.24 11.64
H 25.10 17.35 12.32
H 24.20 18.38 11.32
H 22.64 15.62 9.89
H 23.94 15.63 8.76
H 23.13 17.13 9.25
C 22.96 24.18 8.19
C 23.65 24.95 9.36
C 23.38 24.45 10.84
O 24.01 25.31 11.80
C 24.36 24.63 13.00
N 25.06 24.84 9.10
H 23.45 24.19 7.22
H 21.92 24.50 8.11
H 22.95 23.10 8.32
H 23.34 25.99 9.34
H 23.78 23.45 10.98
H 22.32 24.44 11.09
H 25.00 23.75 12.89
H 23.46 24.36 13.56
H 24.94 25.22 13.71
H 25.61 25.08 9.92
H 25.33 23.87 9.14
C 18.00 27.55 9.21
C 18.56 26.31 9.99
C 19.99 26.49 10.32
O 20.16 27.63 11.18
C 21.40 28.28 11.10
N 17.89 26.22 11.26
H 17.22 28.11 9.73
H 17.47 27.28 8.29
H 18.79 28.26 8.98
H 18.52 25.40 9.40
H 20.48 26.62 9.35
H 20.29 25.54 10.76
H 21.24 29.06 11.84
H 21.49 28.64 10.07
H 22.26 27.61 11.22
H 18.25 25.54 11.91
H 18.22 27.03 11.76
C 14.02 16.90 7.04
C 15.16 17.94 6.89
C 16.23 17.93 8.05
O 17.21 19.00 7.96
C 18.46 18.62 8.56
N 15.88 17.53 5.66
H 13.42 17.25 7.88
H 14.43 15.97 7.44
H 13.53 16.72 6.08
H 14.68 18.90 6.70
H 16.71 16.95 8.05
H 15.76 18.13 9.01
H 19.18 19.44 8.64
H 18.97 17.82 8.01
H 18.24 18.22 9.55
H 15.19 17.44 4.93
H 16.57 18.16 5.30
```

Values from the calculation:
* total charge: -1
* HOMO level: -0.2472 hartree
* orbital gap: 0.310 hartree
* relative energy (zero: lowest compared OMol25 entry of this formula, charge and spin): 258.2 kJ/mol
* DFT total energy: -87244.3067 eV
* maximum force: 4.63 eV Å⁻¹



The following is a DFT calculation (wB97M-V/def2-TZVPD) of a 4-piece molecular cluster, CH9NO3 overall in a non-equilibrium geometry.

```
14
CH9NO3 | OMol25 | wB97M-V/def2-TZVPD
C -2.03 1.77 -0.19
N -1.14 0.86 -0.40
H -2.78 2.20 -0.85
H -2.21 1.87 0.88
H -0.61 0.66 0.49
O 0.92 0.07 1.95
H 1.38 -0.65 1.55
H 1.27 0.11 2.86
O 0.35 -0.79 -1.98
H 0.80 -0.34 -2.70
H -0.23 -0.11 -1.56
O 1.83 -1.76 0.08
H 1.14 -1.39 -0.57
H 1.31 -2.51 0.45
```

Values from the calculation:
* HOMO level: -0.3852 hartree
* orbital gap: 0.419 hartree
* relative energy (zero: lowest compared OMol25 entry of this formula, charge and spin): 68.8 kJ/mol
* DFT total energy: -8814.8936 eV
* maximum force: 3.14 eV Å⁻¹
* SMILES: C=N.O.O.O



The following is a DFT calculation (wB97M-V/def2-TZVPD) of C4H6BrCl as an isolated structure in a non-equilibrium geometry.

```
12
C4H6BrCl | OMol25 | wB97M-V/def2-TZVPD
C 0.50 0.80 1.04
C -0.34 0.40 -0.07
C 0.36 -0.09 2.40
C -0.11 -0.81 -0.84
Cl 0.11 -1.73 2.21
Br -1.01 0.58 3.55
H 1.46 0.61 0.69
H 0.32 1.70 1.49
H -1.49 0.70 0.12
H -0.60 -1.15 -1.87
H -0.45 -1.69 -0.24
H 1.01 -0.85 -1.06
```

Values from the calculation:
* HOMO level (spin up / spin down): -0.3148 / -0.2995 hartree
* orbital gap (spin up / spin down): 0.310 / 0.272 hartree
* relative energy (zero: lowest compared OMol25 entry of this formula, charge and spin): 407.7 kJ/mol
* DFT total energy: -86805.7760 eV
* maximum force: 5.54 eV Å⁻¹



The following is a DFT calculation (wB97M-V/def2-TZVPD) of C31H39IrN5O2S2Si as an isolated structure.

```
81
C31H39IrN5O2S2Si | OMol25 | wB97M-V/def2-TZVPD
Ir 0.10 0.12 -0.68
C 4.78 -0.17 1.97
S 3.39 0.71 2.71
C 2.09 0.42 1.55
S 2.42 -0.18 -0.03
N 0.93 0.70 2.05
N -0.15 0.49 1.21
C -1.30 0.27 1.83
C -2.52 -0.12 1.27
C -3.56 -0.52 2.17
C -4.71 -1.07 1.73
C -4.92 -1.23 0.34
C -3.96 -0.77 -0.51
N -2.79 -0.22 -0.08
H 5.59 -0.07 2.68
H 5.07 0.27 1.02
H 4.53 -1.22 1.83
H -1.25 0.33 2.91
H -3.36 -0.40 3.23
H -5.47 -1.40 2.44
H -5.81 -1.67 -0.06
H -4.09 -0.78 -1.58
C 0.63 2.04 -3.41
C 0.76 2.69 -2.08
N 0.55 2.13 -0.91
C 0.81 3.08 0.06
C 1.18 4.24 -0.55
N 1.14 3.98 -1.90
H -0.07 1.21 -3.34
H 1.59 1.67 -3.76
H 0.24 2.74 -4.15
H 0.73 2.86 1.11
H 1.45 5.19 -0.15
H 1.36 4.62 -2.64
C -1.90 -0.82 -3.08
O -2.38 0.30 -2.37
C -1.92 0.55 -1.05
C -2.33 2.01 -0.82
H -2.25 -0.70 -4.10
H -2.29 -1.76 -2.68
H -0.81 -0.90 -3.06
H -3.42 2.09 -0.88
H -1.90 2.64 -1.59
H -2.00 2.37 0.16
C -0.86 -5.82 0.41
C -1.25 -4.41 -0.04
C -2.24 -4.51 -1.20
C -1.95 -3.72 1.14
Si 0.26 -3.37 -0.54
O -0.11 -1.84 -0.92
C 1.06 -4.08 -2.10
C 1.35 -3.22 -3.16
C 1.95 -3.67 -4.33
C 2.27 -5.01 -4.47
C 2.00 -5.89 -3.43
C 1.40 -5.43 -2.27
C 1.50 -3.46 0.87
C 1.25 -2.76 2.06
C 2.15 -2.77 3.11
C 3.33 -3.49 3.01
C 3.60 -4.19 1.84
C 2.70 -4.17 0.79
H -1.74 -6.33 0.82
H -0.09 -5.81 1.19
H -0.50 -6.43 -0.42
H -3.12 -5.09 -0.90
H -1.80 -4.99 -2.07
H -2.60 -3.52 -1.50
H -2.88 -4.25 1.38
H -2.20 -2.69 0.91
H -1.33 -3.73 2.04
H 1.12 -2.17 -3.06
H 2.17 -2.97 -5.13
H 2.74 -5.37 -5.38
H 2.26 -6.94 -3.52
H 1.22 -6.14 -1.47
H 0.34 -2.17 2.15
H 1.94 -2.20 4.01
H 4.04 -3.50 3.83
H 4.53 -4.75 1.75
H 2.94 -4.71 -0.12
```

Values from the calculation:
* HOMO level (spin up / spin down): -0.2191 / -0.2728 hartree
* multiplicity: 2
* orbital gap (spin up / spin down): 0.221 / 0.255 hartree
* relative energy (zero: lowest compared OMol25 entry of this formula, charge and spin): 64.1 kJ/mol
* DFT total energy: -76714.0206 eV
* maximum force: 0.65 eV Å⁻¹



The following is a DFT calculation (wB97M-V/def2-TZVPD) of C11H18ClErInO3S as an isolated structure in a non-equilibrium geometry.

```
36
C11H18ClErInO3S | OMol25 | wB97M-V/def2-TZVPD
In 0.27 -1.70 -4.70
Cl -1.98 -1.59 -3.95
C 1.00 -3.75 -4.34
C 0.53 -0.45 -6.39
H 1.59 -3.97 -5.25
H 1.67 -3.70 -3.44
H 0.18 -4.47 -4.20
H 1.34 -0.91 -6.99
H 0.88 0.53 -6.01
H -0.40 -0.37 -6.97
Er -0.52 0.39 -1.49
C -0.22 2.58 -0.99
C 1.62 -0.16 -2.00
H 0.80 2.68 -1.44
H -0.92 3.29 -1.46
H -0.17 2.72 0.11
H 2.38 0.21 -2.73
H 1.96 -1.21 -1.66
C 0.36 1.74 6.12
C -0.11 1.13 4.81
C -1.46 1.23 4.45
C -1.91 0.68 3.22
C -0.97 0.02 2.40
C 0.37 -0.07 2.76
C 0.78 0.49 3.97
S -1.55 -0.78 0.91
O -2.40 -1.88 1.26
O -2.17 0.35 0.09
O -0.28 -1.09 0.14
H 0.20 2.82 6.15
H -0.15 1.30 6.98
H 1.44 1.56 6.24
H -2.16 1.74 5.09
H -2.92 0.77 2.93
H 1.08 -0.56 2.10
H 1.84 0.43 4.27
```

Values from the calculation:
* total charge: -1
* HOMO level (spin up / spin down): -0.1016 / -0.0994 hartree
* multiplicity: 4
* orbital gap (spin up / spin down): 0.192 / 0.190 hartree
* DFT total energy: -73991.2490 eV
* maximum force: 2.56 eV Å⁻¹



The following is a DFT calculation (wB97M-V/def2-TZVPD) of an isolated ion of composition C7H10N and charge +1 in a non-equilibrium geometry.

```
18
C7H10N | OMol25 | wB97M-V/def2-TZVPD
C 1.19 1.73 -1.41
C 2.19 2.56 -1.32
C -0.15 1.28 -2.02
C 0.94 -1.07 -0.89
C 0.29 -0.38 0.26
C -1.14 -0.68 0.62
C 1.04 0.09 1.48
N 0.45 0.56 -0.90
H -1.09 1.91 -1.96
H -0.06 1.01 -3.12
H 1.97 -1.09 -0.94
H 0.36 -1.76 -1.41
H -1.48 0.07 1.30
H -1.20 -1.65 1.06
H -1.65 -0.82 -0.40
H 0.40 0.18 2.43
H 1.39 1.10 1.30
H 1.86 -0.46 1.60
```

Values from the calculation:
* total charge: +1
* HOMO level: -0.5518 hartree
* orbital gap: 0.335 hartree
* relative energy (zero: lowest compared OMol25 entry of this formula, charge and spin): 728.5 kJ/mol
* DFT total energy: -8896.0429 eV
* maximum force: 4.32 eV Å⁻¹



The following is a DFT calculation (wB97M-V/def2-TZVPD) of C3H6AsF6O3Rb as an isolated structure in a non-equilibrium geometry.

```
20
C3H6AsF6O3Rb | OMol25 | wB97M-V/def2-TZVPD
Rb -1.34 0.50 -2.17
As -3.89 2.44 1.06
F -4.21 3.43 -0.31
F -5.01 3.30 2.03
F -3.51 1.36 2.35
F -2.76 1.52 0.05
F -2.60 3.46 1.53
F -5.13 1.34 0.53
C 0.94 -1.04 0.90
O 2.10 -1.35 0.12
C 2.21 -0.77 -1.07
O 1.51 0.13 -1.47
O 3.17 -1.27 -1.81
C 3.99 -2.36 -1.33
H 1.15 -0.19 1.55
H 0.67 -1.91 1.48
H 0.10 -0.75 0.27
H 3.49 -3.29 -1.57
H 4.18 -2.27 -0.27
H 4.93 -2.29 -1.86
```

Values from the calculation:
* HOMO level: -0.4268 hartree
* orbital gap: 0.390 hartree
* relative energy (zero: lowest compared OMol25 entry of this formula, charge and spin): 69.3 kJ/mol
* DFT total energy: -87154.0159 eV
* maximum force: 1.01 eV Å⁻¹



The following is a DFT calculation (wB97M-V/def2-TZVPD) of an isolated ion of composition C12H14N2 and charge +2.

```
28
C12H14N2 | OMol25 | wB97M-V/def2-TZVPD
C -4.37 -0.83 -0.18
C -3.29 -1.72 -0.80
N -1.94 -1.13 -0.56
C -1.39 -0.32 -1.47
C -0.17 0.27 -1.23
C 0.50 0.03 -0.03
C 1.82 0.65 0.25
C 2.69 0.99 -0.78
C 3.91 1.55 -0.48
N 4.26 1.79 0.79
C 3.44 1.49 1.81
C 2.21 0.92 1.56
C -0.10 -0.82 0.89
C -1.32 -1.40 0.60
H -5.29 -0.88 -0.75
H -4.58 -1.12 0.85
H -4.05 0.21 -0.16
H -3.44 -1.82 -1.87
H -3.31 -2.70 -0.33
H -1.95 -0.16 -2.38
H 0.25 0.93 -1.96
H 2.43 0.78 -1.80
H 4.62 1.81 -1.25
H 5.17 2.20 0.98
H 3.76 1.72 2.81
H 1.56 0.72 2.39
H 0.38 -1.09 1.81
H -1.78 -2.06 1.31
```

Values from the calculation:
* total charge: +2
* HOMO level: -0.6595 hartree
* orbital gap: 0.349 hartree
* relative energy (zero: lowest compared OMol25 entry of this formula, charge and spin): 3.4 kJ/mol
* DFT total energy: -15636.1238 eV
* maximum force: 0.93 eV Å⁻¹



The following is a DFT calculation (wB97M-V/def2-TZVPD) of a 10-piece molecular cluster, C28H82N14O10 overall in a non-equilibrium geometry.

```
134
C28H82N14O10 | OMol25 | wB97M-V/def2-TZVPD
C 9.02 3.41 -12.03
O 7.65 2.98 -12.27
C 7.11 3.31 -13.57
C 5.60 3.12 -13.66
C 4.94 3.75 -14.84
N 4.88 3.70 -12.51
H 9.20 3.23 -10.97
H 9.20 4.46 -12.29
H 9.71 2.80 -12.61
H 7.41 4.29 -13.92
H 7.69 2.70 -14.27
H 5.26 2.09 -13.74
H 5.21 4.80 -15.01
H 3.85 3.64 -14.83
H 5.23 3.33 -15.80
H 5.51 3.88 -11.74
H 4.46 4.59 -12.74
C 23.13 0.52 -10.17
O 23.68 0.09 -8.95
C 24.66 0.96 -8.57
C 25.30 0.48 -7.30
C 24.55 0.83 -6.02
N 26.63 1.00 -7.17
H 22.41 1.33 -10.05
H 22.58 -0.24 -10.73
H 23.88 0.84 -10.89
H 25.42 1.02 -9.35
H 24.39 2.00 -8.39
H 25.31 -0.61 -7.37
H 23.57 0.39 -5.83
H 24.37 1.90 -5.90
H 25.13 0.53 -5.15
H 27.16 0.67 -7.97
H 27.10 0.51 -6.42
C 11.17 -2.64 -13.51
O 9.88 -2.88 -13.66
C 9.10 -2.39 -12.59
C 7.60 -2.52 -12.90
C 6.64 -2.07 -11.73
N 7.36 -3.99 -13.25
H 11.73 -3.30 -12.86
H 11.33 -1.58 -13.30
H 11.62 -2.79 -14.49
H 9.54 -2.91 -11.74
H 9.35 -1.34 -12.44
H 7.34 -1.91 -13.76
H 6.97 -2.52 -10.80
H 5.64 -2.44 -11.96
H 6.64 -1.01 -11.49
H 8.29 -4.26 -13.52
H 7.30 -4.40 -12.33
C 20.90 -2.59 -16.96
O 19.63 -3.17 -17.24
C 19.79 -4.55 -17.46
C 18.48 -4.89 -18.28
C 17.15 -4.57 -17.44
N 18.41 -6.24 -18.77
H 21.67 -2.86 -17.68
H 21.24 -2.56 -15.92
H 20.78 -1.53 -17.18
H 20.61 -4.81 -18.13
H 19.72 -5.09 -16.52
H 18.41 -4.25 -19.15
H 16.25 -4.81 -18.01
H 17.03 -3.49 -17.33
H 17.03 -5.08 -16.49
H 18.40 -6.83 -17.95
H 17.57 -6.49 -19.27
C 15.27 7.51 -10.82
O 16.18 7.53 -11.92
C 17.50 7.88 -11.54
C 18.44 7.77 -12.77
C 18.58 6.46 -13.42
N 19.80 8.23 -12.42
H 15.32 8.42 -10.21
H 15.48 6.56 -10.33
H 14.25 7.59 -11.19
H 17.45 8.91 -11.20
H 17.95 7.21 -10.81
H 17.95 8.50 -13.41
H 18.97 5.77 -12.67
H 19.34 6.48 -14.20
H 17.67 6.03 -13.85
H 20.46 7.63 -12.88
H 20.08 9.17 -12.67
C 14.83 0.36 -20.76
O 14.77 1.42 -21.69
C 13.60 1.62 -22.46
C 13.72 1.14 -23.95
C 12.65 1.70 -24.87
N 13.53 -0.32 -23.88
H 14.03 0.46 -20.02
H 15.75 0.44 -20.18
H 14.85 -0.66 -21.14
H 12.65 1.28 -22.05
H 13.49 2.69 -22.60
H 14.68 1.48 -24.35
H 11.67 1.50 -24.45
H 12.62 1.22 -25.85
H 12.74 2.77 -25.05
H 14.29 -0.86 -23.49
H 12.75 -0.48 -23.26
N 12.87 -1.39 -6.97
C 13.62 -0.77 -7.79
N 14.51 -1.56 -8.20
O 13.56 0.42 -8.08
H 13.05 -2.39 -6.96
H 12.09 -1.00 -6.47
H 14.49 -2.56 -8.07
H 15.11 -1.20 -8.94
N 13.79 6.26 -16.55
C 13.62 5.05 -16.99
N 13.00 5.12 -18.10
O 13.97 4.03 -16.34
H 14.17 6.39 -15.62
H 13.61 6.93 -17.28
H 12.63 4.29 -18.54
H 12.85 6.05 -18.48
N 17.56 3.27 -7.06
C 18.82 3.03 -6.86
N 19.35 2.14 -7.64
O 19.51 3.66 -6.06
H 17.14 2.61 -7.69
H 16.94 3.86 -6.52
H 20.30 1.91 -7.39
H 18.78 1.55 -8.23
N 15.29 1.48 -12.35
C 16.49 0.90 -12.45
N 16.72 0.58 -13.70
O 17.06 0.43 -11.50
H 14.85 1.97 -13.11
H 14.94 1.61 -11.41
H 16.18 0.92 -14.48
H 17.57 0.09 -13.91
```

Values from the calculation:
* HOMO level: -0.3270 hartree
* orbital gap: 0.330 hartree
* relative energy (zero: lowest compared OMol25 entry of this formula, charge and spin): 643.6 kJ/mol
* DFT total energy: -71697.4001 eV
* maximum force: 7.92 eV Å⁻¹
* SMILES: COC[C@H](C)N.COC[C@H](C)N.COC[C@H](C)N.COC[C@H](C)N.COC[C@H](C)N.COC[C@H](C)N.NC(N)=O.NC(N)=O.NC(N)=O.NC(N)=O



- Which value of maximum force does entry 3 give?
  5.54 eV Å⁻¹



- Which formula does entry 5 have?
  C11H18ClErInO3S



- What is the formula in the second record?
  CH9NO3



- Number 2 is which compound?
  CH9NO3